No. 1
84
Properties=species:S:1:pos:R:3 method="wB97M-V/def2-TZVPD" e_homo_ev="-8.68 / -10.66" orbital_gap_ev="6.78 / 6.05" charge=+1 e_lumo_ev="-1.898 / -4.607" spin_multiplicity=3 molar_mass_g_mol=775.23
Pd 0.51517 -1.55216 -0.54945
N 4.53061 -1.47625 1.02429
C 5.43637 -1.47389 -0.00279
C 6.80940 -1.33031 0.26005
C 7.70685 -1.33882 -0.77556
C 7.27641 -1.49145 -2.10609
C 5.94195 -1.64075 -2.37521
C 5.01097 -1.63507 -1.32144
S 3.35838 -1.91261 -1.66900
N 2.54381 -1.68063 -0.30095
C 3.15735 -1.48861 0.94910
C 2.39795 -1.32620 2.13977
C 3.00533 -0.97081 3.37232
C 2.22913 -0.86891 4.50193
C 0.85887 -1.10765 4.42150
C 0.34081 -1.41531 3.17360
N 1.05938 -1.51664 2.06518
H 4.92205 -1.47622 1.95225
H 7.14734 -1.20913 1.28209
H 8.76127 -1.22387 -0.56484
H 7.99567 -1.49365 -2.91237
H 5.59472 -1.76878 -3.39319
H 4.05803 -0.73477 3.45054
H 2.68416 -0.59427 5.44446
H 0.21574 -1.04631 5.28665
H -0.72369 -1.60154 3.06187
C -4.97151 -1.46916 0.09998
N -3.65138 -1.49454 -0.52040
C -2.45440 -1.29834 0.02400
N -1.52102 -1.48067 -0.89768
C -2.22772 -1.79087 -2.01753
N -3.52153 -1.80203 -1.82949
C -5.39012 -0.11001 0.60484
C -6.38716 -0.03944 1.57227
C -6.87201 1.18883 1.99443
C -6.35282 2.36058 1.46823
C -5.34025 2.29174 0.51892
C -4.86361 1.06004 0.08128
C -4.78342 3.52977 -0.02685
N -5.32850 4.68816 -0.11576
N -4.37736 5.52178 -0.70645
C -3.34563 4.79050 -0.92382
O -3.51904 3.50400 -0.52119
C -2.05666 5.16028 -1.50795
C -1.96864 6.25784 -2.35416
C -0.74097 6.59304 -2.90424
C 0.38609 5.84175 -2.60866
C 0.30050 4.75363 -1.74612
C 1.55947 3.99669 -1.39094
N 1.29875 2.73132 -0.72150
C 0.92048 1.56319 -1.23796
N 0.72173 0.68898 -0.26647
C 0.98994 1.40570 0.85840
N 1.33727 2.64850 0.62619
C -0.92449 4.41399 -1.19800
H -4.99105 -2.20304 0.90589
H -5.64571 -1.81913 -0.68059
H -2.28917 -1.03155 1.05445
H -1.76851 -2.00851 -2.96638
H -6.79614 -0.95144 1.99133
H -7.65219 1.23295 2.74193
H -6.71462 3.32726 1.79051
H -4.09271 1.02708 -0.67865
H -2.85760 6.83086 -2.57927
H -0.66371 7.43982 -3.57240
H 1.34012 6.10878 -3.04839
H 2.17304 4.56809 -0.69552
H 2.15901 3.79771 -2.27950
H 0.80616 1.38348 -2.29467
H 0.92909 0.99400 1.85198
H -1.01131 3.57857 -0.51560
C -0.14878 -4.59115 1.08752
C 0.91142 -4.48494 -0.00405
C 1.17684 -5.86007 -0.61800
C 0.48350 -3.50177 -1.08454
H 0.17521 -5.24892 1.89592
H -1.07074 -5.00939 0.67160
H -0.37930 -3.61451 1.51458
H 1.84461 -4.13445 0.45265
H 0.27522 -6.24413 -1.10242
H 1.47491 -6.58272 0.14400
H 1.96638 -5.81769 -1.37072
H -0.52477 -3.75989 -1.41914
H 1.14080 -3.55590 -1.96057


No. 2
75
Properties=species:S:1:pos:R:3 method="wB97M-V/def2-TZVPD" e_homo_ev="-11.89 / -13.08" orbital_gap_ev="7.31 / 6.09" charge=+2 e_lumo_ev="-4.577 / -6.987" spin_multiplicity=5 molar_mass_g_mol=717.52
Rh 0.41152 2.10854 -1.38141
N 0.96657 0.56728 1.87130
C 1.10668 1.88486 1.76271
N 1.16152 2.56165 0.62644
C 1.30598 3.92755 0.79357
C 1.34813 4.30823 2.09732
S 1.23410 2.91113 3.15790
C 1.32878 4.78315 -0.37318
C 1.59470 6.12677 -0.44521
S 1.46602 6.63996 -2.10544
C 1.02261 5.03711 -2.57756
N 1.00695 4.19600 -1.54927
N 0.77453 4.71216 -3.84252
H 0.98267 0.03848 1.01456
H 0.86828 0.11255 2.76025
H 1.43066 5.30171 2.49388
H 1.88657 6.77130 0.36097
H 0.83161 5.41579 -4.55102
H 0.71065 3.71914 -4.02249
C 0.25607 -2.71246 -2.59887
N -0.65210 -1.58836 -2.31733
C -1.93139 -1.53101 -2.87726
C -2.67787 -0.37882 -2.84049
C -2.26850 0.64183 -2.03139
N -1.19291 0.38213 -1.09972
C -0.19283 -0.59558 -1.54188
O 0.95057 -0.43903 -1.12713
N -2.65182 1.99160 -1.96042
H -0.33084 -3.55974 -2.92463
H 0.77237 -2.93453 -1.67375
H 0.97703 -2.40979 -3.33675
H -2.21390 -2.40263 -3.45490
H -3.57062 -0.34520 -3.42766
H -3.42896 2.25086 -2.54631
H -2.75396 2.35303 -1.02020
C -3.15077 -3.80931 5.95608
C -1.98309 -3.63863 4.96293
C -1.72720 -5.00864 4.29854
C -0.70236 -3.21519 5.71549
C -2.27851 -2.59538 3.91036
C -3.39574 -1.74204 3.99544
C -3.65823 -0.73629 3.03311
C -2.74108 -0.62141 2.02814
O -2.72200 0.29643 0.93311
B -1.63922 -0.13330 0.21784
O -0.93416 -1.16993 0.80002
C -1.63519 -1.45782 1.94820
C -1.37502 -2.44109 2.85131
H -2.94995 -4.60415 6.67428
H -4.08553 -4.03187 5.45042
H -3.32349 -2.88146 6.51605
H -1.51599 -5.75809 5.05808
H -0.87483 -4.97479 3.61320
H -2.60609 -5.35402 3.74828
H -0.50158 -3.94570 6.49428
H -0.81726 -2.24605 6.18676
H 0.14465 -3.17031 5.03727
H -4.11845 -1.88013 4.78027
H -4.54102 -0.12607 3.07719
H -0.52785 -3.10783 2.76810
C 2.69537 -0.84398 -5.11451
N 3.20734 0.23126 -4.30829
C 4.61199 0.24776 -3.93718
C 4.72960 1.54923 -3.13757
N 3.31292 1.94523 -2.98238
C 2.49736 1.15078 -3.66605
S 0.77571 1.39226 -3.72530
H 3.10190 -1.76499 -4.71651
H 2.99961 -0.70552 -6.16546
H 1.62132 -0.84187 -5.01900
H 5.26049 0.21907 -4.81707
H 4.82105 -0.63144 -3.32343
H 5.25739 2.33598 -3.67457
H 5.20642 1.38870 -2.16657
H 3.03261 2.83496 -2.61299


Which of these has the lowest charge? C36H34N11OPdS


The lowest charge belongs to which entry? C36H34N11OPdS


Which of these has the highest charge? C25H33BN9O3RhS3


What is the charge in the first record? +1